No. 1
The following is a quantum chemistry calculation of C17H21FeN3O2 as an isolated structure at a distorted geometry, from the OMol25 dataset.

```
44
Properties=species:S:1:pos:R:3:mulliken_spin:R:1
C -1.57 1.24 4.59 -0.004
C -1.67 -0.27 4.74 -0.001
H -0.74 1.71 5.17 0.000
H -2.54 1.73 4.79 0.000
H -1.35 1.48 3.53 0.005
H -1.58 -0.73 3.76 0.005
H -0.80 -0.60 5.31 0.000
H -2.58 -0.57 5.29 0.000
C -0.38 2.59 -1.16 0.035
C -0.01 3.52 -2.12 -0.006
C 0.38 3.05 -3.37 0.035
C 0.37 1.67 -3.62 -0.015
H -0.56 2.85 -0.11 0.009
H -0.01 4.58 -1.86 0.000
H 0.68 3.78 -4.13 0.002
H 0.71 1.28 -4.56 0.000
N -0.49 1.26 -1.45 -0.013
C -0.09 0.73 -2.67 0.044
C -0.18 -0.76 -2.70 0.072
N -0.61 -1.29 -1.49 -0.047
C -0.72 -2.63 -1.27 0.047
C -0.12 -3.09 -3.51 0.031
C -0.53 -3.58 -2.26 -0.004
H -0.95 -2.90 -0.24 0.009
H -0.69 -4.64 -2.05 0.000
C 0.10 -1.70 -3.72 -0.013
H 0.44 -1.32 -4.70 0.000
H 0.03 -3.81 -4.32 0.001
Fe -0.80 -0.04 -0.18 3.736
C -2.63 -0.21 0.33 -0.038
H -3.15 -0.98 -0.27 0.031
H -3.18 0.74 0.25 0.033
H -2.53 -0.51 1.38 0.010
O 1.27 2.05 1.44 0.012
C 1.72 0.95 1.19 0.022
C 3.19 0.50 1.25 -0.001
C 3.15 -1.01 1.18 0.003
C 1.68 -1.35 0.95 0.015
O 1.19 -2.47 0.92 0.008
N 0.95 -0.16 0.79 -0.025
H 3.68 0.90 0.36 0.001
H 3.69 0.88 2.14 0.000
H 3.75 -1.39 0.34 0.001
H 3.48 -1.49 2.10 0.000
```

The HOMO energy (alpha / beta) comes out at -0.2477 / -0.2752 hartree. The total charge is 0. The spin multiplicity is 5.

No. 2
The following is a quantum chemistry calculation of C4H9N in the gas phase at a distorted geometry, from the OMol25 dataset.

```
14
Properties=species:S:1:pos:R:3:lowdin_charge:R:1
C 2.67 -0.15 -0.29 -0.017
C 1.41 0.15 -0.63 -0.277
N 0.34 0.31 0.23 -0.067
C -1.02 0.04 -0.34 -0.283
C -2.03 0.04 0.73 -0.122
H 3.38 -0.38 -1.06 0.034
H 2.84 -0.23 0.78 0.045
H 1.13 0.44 -1.64 0.108
H 0.43 -0.22 1.09 0.115
H -0.99 -0.96 -0.80 0.114
H -1.13 0.83 -1.08 0.113
H -1.95 0.98 1.28 0.083
H -2.06 -0.75 1.48 0.075
H -3.02 -0.09 0.26 0.078
```

The HOMO energy comes out at -0.2942 hartree. Its SMILES is C=CNCC. The total charge is 0. As for the energy above the lowest of the compared OMol25 structures with the same formula, charge and spin: 0.8489 eV.

No. 3
The following is a quantum chemistry calculation of a 2-piece molecular cluster, C7H7O2Si overall at a distorted geometry, from the OMol25 dataset.

```
17
Properties=species:S:1:pos:R:3:lowdin_charge:R:1
C 0.14 1.29 -1.32 -0.146
C 1.22 1.07 -0.44 -0.125
C -0.81 0.28 -1.46 -0.134
C 1.31 -0.14 0.24 -0.148
C -0.76 -0.90 -0.73 -0.183
C 0.27 -1.16 0.16 -0.486
C 1.61 -2.67 -2.01 -0.525
O 0.54 -2.59 -2.42 0.143
O 2.77 -2.54 -1.80 0.105
Si 0.61 -2.77 1.05 0.470
H 0.20 1.90 -2.19 0.069
H 1.93 1.89 -0.23 0.093
H -1.67 0.32 -2.13 0.089
H 2.20 -0.36 0.77 0.068
H -1.36 -1.79 -0.88 0.086
H 1.33 -2.61 2.36 -0.183
H -0.62 -3.52 1.43 -0.194
```

The HOMO energy comes out at -0.0636 hartree. The total charge is -1. As for the energy above the lowest of the compared OMol25 structures with the same formula, charge and spin: 0.7339 eV.

No. 4
The following is a quantum chemistry calculation of a 6-piece molecular cluster, C24H36N6 overall at a distorted geometry, from the OMol25 dataset.

```
66
Properties=species:S:1:pos:R:3:lowdin_charge:R:1
C -5.49 3.68 2.24 -0.108
C -4.67 4.87 2.71 -0.274
C -3.25 4.87 2.20 -0.195
C -2.58 3.58 2.35 -0.221
N -2.07 2.56 2.48 0.173
H -6.55 3.85 2.47 0.073
H -5.16 2.77 2.72 0.072
H -5.43 3.57 1.15 0.079
H -4.67 4.86 3.81 0.114
H -5.17 5.82 2.53 0.109
H -2.60 5.61 2.69 0.117
H -3.23 5.16 1.15 0.125
C 0.00 -0.70 2.17 -0.091
C -0.10 -1.47 0.87 -0.271
C -1.48 -2.04 0.56 -0.185
C -1.43 -2.87 -0.63 -0.227
N -1.37 -3.55 -1.56 0.154
H -0.80 0.05 2.20 0.051
H 0.97 -0.21 2.28 0.066
H -0.20 -1.32 3.05 0.077
H 0.63 -2.28 0.78 0.095
H 0.25 -0.89 0.01 0.103
H -2.19 -1.22 0.39 0.124
H -1.85 -2.66 1.38 0.112
C -0.84 0.42 -4.55 -0.098
C -1.81 -0.65 -5.05 -0.258
C -1.38 -2.09 -4.75 -0.186
C -0.13 -2.44 -5.45 -0.220
N 0.83 -2.74 -5.99 0.145
H -1.34 1.39 -4.61 0.070
H 0.00 0.47 -5.25 0.075
H -0.49 0.23 -3.54 0.062
H -1.99 -0.56 -6.12 0.110
H -2.78 -0.50 -4.57 0.105
H -2.13 -2.78 -5.13 0.121
H -1.19 -2.27 -3.69 0.071
N 2.52 4.88 3.44 -0.009
C 1.28 4.34 3.29 -0.146
C 1.43 3.00 3.09 -0.112
C 2.83 2.73 3.12 -0.113
C 3.48 3.91 3.33 -0.138
H 2.73 5.86 3.51 0.141
H 0.42 4.99 3.28 0.095
H 0.64 2.31 2.85 0.057
H 3.23 1.74 2.96 0.088
H 4.52 4.17 3.44 0.104
N 2.91 -1.34 -3.86 0.017
C 2.20 -1.12 -2.72 -0.157
C 3.04 -0.55 -1.80 -0.112
C 4.31 -0.38 -2.44 -0.115
C 4.20 -0.92 -3.70 -0.140
H 2.54 -1.75 -4.71 0.095
H 1.21 -1.53 -2.58 0.089
H 2.87 -0.31 -0.76 0.082
H 5.12 0.17 -2.00 0.087
H 4.89 -0.81 -4.51 0.104
N 0.90 -5.27 0.64 0.012
C 0.40 -4.78 1.81 -0.169
C 1.45 -4.49 2.63 -0.111
C 2.64 -4.93 1.96 -0.108
C 2.26 -5.46 0.76 -0.130
H 0.34 -5.59 -0.13 0.135
H -0.66 -4.62 1.93 0.102
H 1.49 -4.00 3.59 0.091
H 3.65 -4.90 2.33 0.089
H 2.82 -5.90 -0.04 0.106
```

The HOMO energy comes out at -0.2923 hartree. Its SMILES is c1cc[nH]c1.c1cc[nH]c1.c1cc[nH]c1.CCCC#N.CCCC#N.CCCC#N. The total charge is 0. As for the energy above the lowest of the compared OMol25 structures with the same formula, charge and spin: 0.3394 eV.

No. 5
The following is a quantum chemistry calculation of C16H31N2NdS as an isolated structure at a distorted geometry, from the OMol25 dataset.

```
51
Properties=species:S:1:pos:R:3:mulliken_spin:R:1
C -1.83 -1.57 -0.87 -0.050
H -2.47 -0.69 -0.88 0.001
H -1.34 -1.95 -1.77 0.003
H -0.77 1.10 -0.97 -0.001
C -2.01 -2.52 0.29 0.007
H -1.07 -2.96 0.76 -0.007
H -2.55 -2.04 1.13 0.001
C -2.83 -3.66 -0.35 -0.001
H -3.06 -4.43 0.39 0.000
H -3.75 -3.23 -0.75 0.001
H -2.26 -4.10 -1.18 0.000
C 2.64 -0.35 0.26 -0.005
C 2.38 -1.76 0.41 -0.010
C 1.84 -2.22 -0.83 -0.003
C 1.80 -1.11 -1.73 -0.012
C 2.31 0.02 -1.06 -0.012
C 2.62 1.35 -1.69 -0.003
C 1.35 -1.17 -3.17 0.000
C 1.18 -3.54 -1.08 0.000
C 2.25 -2.46 1.73 -0.003
C 3.14 0.56 1.35 0.007
Nd 0.05 -0.92 0.41 3.085
H 1.08 -0.20 -3.58 0.000
H 2.17 -1.56 -3.80 -0.001
H 0.50 -1.83 -3.33 0.000
H 2.04 1.54 -2.59 0.000
H 2.44 2.20 -1.02 0.000
H 3.68 1.42 -1.98 0.000
H 2.79 0.29 2.35 -0.002
H 4.24 0.50 1.37 0.000
H 2.88 1.62 1.20 0.000
H 1.56 -3.33 1.75 -0.001
H 3.25 -2.84 1.95 -0.001
H 1.96 -1.84 2.62 -0.002
H 0.32 -3.53 -1.79 0.000
H 1.94 -4.19 -1.54 0.000
H 0.82 -4.06 -0.18 -0.001
C -3.82 3.85 0.94 0.000
N -2.71 3.13 0.35 0.003
C -1.54 2.83 0.92 0.004
S -0.66 1.53 0.33 0.005
N -0.98 3.54 1.97 0.001
C -1.05 4.99 2.10 0.000
H -3.49 4.19 1.95 0.000
H -4.73 3.19 1.01 0.000
H -4.03 4.71 0.26 0.000
H -2.89 2.47 -0.40 0.000
H -0.17 3.06 2.30 0.000
H -1.41 5.16 3.14 0.000
H -0.03 5.44 1.96 0.000
H -1.77 5.36 1.34 0.000
```

The HOMO energy (alpha / beta) comes out at -0.4970 / -0.4946 hartree. The total charge is +2. The spin multiplicity is 4. As for the energy above the lowest of the compared OMol25 structures with the same formula, charge and spin: 2.3911 eV.

No. 6
The following is a quantum chemistry calculation of C46H38Cl5CsN2O4PTe as an isolated structure at a distorted geometry, from the OMol25 dataset.

```
98
Properties=species:S:1:pos:R:3:lowdin_charge:R:1
Cs 0.57 -0.87 1.45 1.316
Cl 4.81 -8.10 0.99 0.593
C 4.27 -6.56 0.37 -0.690
C 4.24 -6.34 -1.02 -0.154
C 3.83 -5.14 -1.51 -0.579
Cl 3.85 -4.91 -3.23 0.647
C 3.40 -4.01 -0.69 -0.428
O 3.08 -2.92 -1.17 -0.043
C 3.44 -4.31 0.74 -0.126
C 3.10 -3.38 1.78 -0.254
O 2.60 -2.26 1.75 -0.384
C 3.89 -5.56 1.22 -0.102
H 4.55 -7.13 -1.70 0.096
H 3.37 -3.79 2.78 0.102
H 3.93 -5.72 2.29 0.102
C -3.81 1.97 -4.21 -0.056
C -3.03 1.74 -2.95 -0.264
C -2.97 2.66 -1.93 -0.010
C -2.27 2.44 -0.73 -0.073
C -2.30 3.47 0.31 -0.308
O -2.19 3.26 1.50 0.036
C -2.50 4.91 -0.12 -0.153
C -1.81 5.47 -1.19 -0.036
C -1.96 6.81 -1.50 -0.086
C -2.83 7.60 -0.76 -0.103
C -3.53 7.05 0.31 -0.088
C -3.35 5.72 0.63 -0.026
C -1.54 1.22 -0.51 -0.352
O -0.86 0.95 0.52 -0.404
C -1.60 0.29 -1.62 -0.110
C -2.32 0.54 -2.76 0.017
C -0.81 -0.97 -1.50 -0.289
N 0.45 -1.03 -1.50 -0.049
C 1.29 0.13 -1.73 -0.325
C 1.54 0.29 -3.23 -0.443
Te 1.59 -1.55 -4.36 1.294
C -0.16 -0.97 -5.43 -0.561
C -1.31 -1.75 -5.31 -0.166
C -2.49 -1.36 -5.91 -0.102
C -2.55 -0.17 -6.63 -0.121
C -1.41 0.61 -6.75 -0.105
C -0.22 0.21 -6.17 -0.147
C -1.53 -2.28 -1.41 -0.151
C -0.78 -3.46 -1.49 -0.023
C -1.42 -4.69 -1.42 -0.074
C -2.80 -4.76 -1.27 -0.098
C -3.54 -3.59 -1.18 -0.088
C -2.91 -2.35 -1.26 -0.020
H -4.23 2.98 -4.23 0.070
H -4.64 1.27 -4.31 0.077
H -3.18 1.86 -5.09 0.047
H -3.53 3.59 -2.04 0.116
H -1.14 4.84 -1.77 0.121
H -1.41 7.24 -2.33 0.098
H -2.96 8.65 -1.02 0.095
H -4.20 7.67 0.89 0.097
H -3.87 5.28 1.48 0.105
H -2.32 -0.21 -3.55 0.109
H 2.22 -0.04 -1.18 0.104
H 0.84 1.07 -1.39 0.107
H 2.44 0.86 -3.42 0.041
H 0.69 0.81 -3.67 0.037
H -1.28 -2.66 -4.72 0.090
H -3.38 -1.97 -5.80 0.104
H -3.48 0.15 -7.08 0.101
H -1.45 1.54 -7.31 0.101
H 0.67 0.82 -6.28 0.096
H 0.29 -3.39 -1.62 0.098
H -0.83 -5.60 -1.49 0.103
H -3.29 -5.72 -1.21 0.095
H -4.61 -3.63 -1.05 0.097
H -3.49 -1.44 -1.18 0.116
Cl -2.98 4.11 4.51 0.631
C -1.58 3.06 4.73 -1.590
Cl -0.11 3.76 4.06 0.651
Cl -1.34 2.82 6.49 0.591
C -1.84 1.73 4.16 -0.391
N -2.13 0.65 3.92 0.222
C 0.71 -0.42 6.46 -0.290
P 1.61 -0.99 4.96 0.879
C 2.42 -2.48 5.67 -0.296
C 2.98 0.24 4.98 -0.383
C 2.85 1.33 4.11 -0.118
C 3.80 2.34 4.08 -0.083
C 4.91 2.27 4.91 -0.094
C 5.06 1.19 5.76 -0.091
C 4.10 0.18 5.80 -0.092
H 1.38 -0.30 7.31 0.041
H -0.08 -1.13 6.71 0.038
H 0.23 0.54 6.25 -0.021
H 2.83 -2.30 6.67 0.029
H 3.22 -2.82 5.00 0.029
H 1.68 -3.27 5.74 0.037
H 1.99 1.38 3.45 0.069
H 3.67 3.17 3.40 0.104
H 5.66 3.05 4.88 0.099
H 5.93 1.12 6.41 0.099
H 4.23 -0.65 6.48 0.091
```

The HOMO energy comes out at -0.1744 hartree. The total charge is -1. As for the energy above the lowest of the compared OMol25 structures with the same formula, charge and spin: 0.1252 eV.